1.
Formula: C11H13BrCdO
Source: the Open Molecules 2025 dataset
Level of theory: the ωB97M-V functional and the def2-TZVPD basis

Properties
Frontier orbital gap = 0.20212 Eh
Net charge = -2
Electronic energy = -3243.7691 Eh

Last column: natural (NBO) charge in e.
Cartesian coordinates (Å):
1 Cd -0.0454 0.0345 -0.0706  1.79
2 Br 0.9949 -2.2612 1.4624  -0.93
3 O -0.0860 0.2020 2.1247  -1.09
4 C 2.3784 -0.0405 -0.4532  -0.38
5 C -1.2783 -0.8096 -2.0367  -0.41
6 C -0.0128 0.0284 3.4944  -0.26
7 C 1.8016 -0.0046 -1.7753  -0.42
8 C -1.9920 -1.2496 0.1496  -0.38
9 C -2.3927 0.0982 -0.1771  -0.44
10 C -1.9559 0.3768 -1.5341  -0.44
11 C -1.2859 -1.8033 -0.9906  -0.41
12 C 1.0878 1.2542 -1.9134  -0.41
13 C 2.0211 1.1755 0.2336  -0.39
14 C 1.2033 1.9757 -0.6581  -0.47
15 H 1.0501 -0.0959 3.7181  0.13
16 H -0.7980 -2.8042 -1.0380  0.24
17 H -2.1803 -1.7674 1.1169  0.24
18 H -0.7321 -0.8938 -3.0065  0.21
19 H 3.0165 -0.8567 -0.0522  0.25
20 H -2.9699 0.7908 0.4788  0.22
21 H -0.4430 1.0094 3.6793  0.15
22 H -2.0300 1.3676 -2.0467  0.20
23 H -0.6420 -0.8378 3.7175  0.13
24 H 2.3163 1.4522 1.2722  0.23
25 H 0.4428 1.5538 -2.7742  0.20
26 H 0.7260 2.9565 -0.4150  0.21
27 H 1.8054 -0.8511 -2.5058  0.21

=====

2.
Formula: C22H36N11O6P3W
Source: the Open Molecules 2025 dataset
Level of theory: the ωB97M-V functional and the def2-TZVPD basis

Properties
Frontier orbital gap (spin up / spin down) = 0.20777 / 0.20785 Eh
Net charge = +4
Electronic energy = -3003.7144 Eh

Last column: Löwdin charge in e.
Cartesian coordinates (Å):
1 W -0.5130 1.5158 0.6852  1.79
2 P -2.1911 3.1336 -0.8111  0.38
3 P -1.6183 0.6947 -2.3914  0.40
4 P -0.0356 -1.8830 0.4421  1.07
5 O -2.9987 4.4686 -0.8297  -0.02
6 O -0.2652 0.9179 -3.2027  -0.09
7 O -2.5715 -0.2746 -2.9432  -0.22
8 O -0.6890 3.2771 -0.6556  -0.33
9 O -1.1390 0.4250 -0.9528  -0.50
10 O -2.6183 2.1866 0.3106  -0.37
11 N 1.3350 -4.3347 0.9789  -0.06
12 N -0.5963 2.5270 2.5151  -0.09
13 N 0.3976 -4.0733 -1.2302  -0.14
14 N 1.3858 1.5929 -0.4427  0.00
15 N 0.9605 0.7246 1.8010  -0.25
16 N -1.9551 0.1626 1.8894  -0.12
17 N -1.0398 -4.4903 0.6060  -0.15
18 N 2.0343 0.1164 1.2092  0.06
19 N 2.7496 1.9280 -2.3048  0.18
20 N -3.9931 1.8794 -2.5570  0.20
21 N -3.0882 0.7137 2.6228  0.05
22 C -0.2219 2.2002 4.9094  0.04
23 C 3.5881 0.8620 -2.0125  -0.15
24 C 3.3769 0.1789 -0.7942  -0.08
25 C 0.9507 0.8796 3.1340  0.00
26 C 1.3268 -2.8916 1.3069  -0.24
27 C 4.6198 0.5000 -2.8706  0.03
28 C -1.0696 3.2535 5.1974  0.02
29 C -1.4194 3.5496 2.8396  -0.09
30 C -1.4036 -3.1305 0.8910  -0.30
31 C -2.5812 2.3291 -2.4249  -0.49
32 C 1.7146 2.2414 -1.5518  -0.10
33 C -0.8236 -4.7388 -0.8067  -0.12
34 C 5.2932 -1.1935 -1.2914  -0.01
35 C 5.4615 -0.5377 -2.5125  0.01
36 C 4.2674 -0.8403 -0.4376  0.00
37 C -1.6765 3.9377 4.1398  0.02
38 C 0.0199 1.8572 3.5714  -0.25
39 C -2.2145 3.2060 -3.6056  -0.04
40 C 2.2638 0.5942 0.0208  -0.26
41 C 0.2872 -2.6400 -1.2603  -0.29
42 C 1.5189 -4.5571 -0.5187  -0.09
43 C 0.0196 -4.9977 1.3883  -0.09
44 H -2.3479 2.6732 -4.5487  0.12
45 H -0.3145 0.6098 -4.1131  0.12
46 H 1.7070 0.4511 3.7782  0.16
47 H 1.1119 3.0982 -1.8382  0.14
48 H -0.1469 -4.8077 2.4519  0.16
49 H -3.6169 1.3522 2.0319  0.08
50 H 0.1174 -6.0756 1.2334  0.16
51 H 5.9853 -1.9748 -1.0155  0.13
52 H -0.5417 -2.3558 -1.9135  0.09
53 H -3.8957 0.8726 -2.9045  0.14
54 H -1.1740 3.5176 -3.5445  0.09
55 H -2.6188 5.3349 -0.6576  0.14
56 H -1.6442 -3.0515 1.9561  0.10
57 H 2.4310 -4.0456 -0.8373  0.15
58 H 4.1523 -1.3068 0.5261  0.11
59 H -2.3009 -2.8964 0.3127  0.10
60 H 1.2080 -2.2135 -1.6706  0.10
61 H -0.7389 -5.8129 -0.9811  0.16
62 H 1.6343 -5.6304 -0.6903  0.16
63 H -4.5160 1.8758 -1.6715  0.18
64 H 4.7698 1.0294 -3.8004  0.14
65 H -1.6673 -4.3641 -1.3853  0.15
66 H 1.2045 -2.7786 2.3882  0.11
67 H -1.4970 -0.4664 2.5687  0.10
68 H 2.1043 -4.7914 1.4810  0.20
69 H -4.5335 2.4332 -3.2401  0.19
70 H -2.7979 1.1794 3.4772  0.09
71 H -2.8278 4.1072 -3.6329  0.11
72 H 6.2737 -0.8168 -3.1672  0.14
73 H -1.2586 3.5395 6.2213  0.14
74 H -1.8817 4.0709 2.0044  0.11
75 H 0.2612 1.6405 5.6969  0.14
76 H -2.3402 4.7638 4.3331  0.14
77 H 2.2903 -2.4524 1.0346  0.07
78 H 2.9673 2.4831 -3.1288  0.20
79 H -2.4065 -0.4618 1.1947  0.10

=====

3.
Formula: CH2AgFO
Source: the Open Molecules 2025 dataset
Level of theory: the ωB97M-V functional and the def2-TZVPD basis

Properties
Frontier orbital gap (spin up / spin down) = 0.24897 / 0.24895 Eh
Electronic energy = -361.2460 Eh

Last column: natural (NBO) charge in e.
Cartesian coordinates (Å):
1 Ag 1.9209 -1.0337 0.7394  0.50
2 F -0.1910 1.7941 -0.1876  -0.32
3 O -0.1132 -0.3989 -0.2471  -0.55
4 C -0.5234 0.6208 -0.7326  0.74
5 H 0.2486 -1.7099 1.8860  -0.50
6 H -1.3420 0.7276 -1.4582  0.14

=====

4.
Formula: C3H8NO
Source: the Open Molecules 2025 dataset
Level of theory: the ωB97M-V functional and the def2-TZVPD basis

Properties
Frontier orbital gap = 0.43088 Eh
SMILES = C=[N+](C)CO
Net charge = +1
Electronic energy = -248.7811 Eh

Last column: natural (NBO) charge in e.
Cartesian coordinates (Å):
1 O -2.0943 0.0796 -0.2178  -0.65
2 N 0.4195 -0.1326 -0.0026  -0.24
3 C 0.4846 1.2973 -0.0339  -0.48
4 C 1.4066 -0.8634 0.0896  0.12
5 C -1.0490 -0.6690 0.2379  0.10
6 H 0.8350 1.7956 0.9346  0.26
7 H 1.3707 -1.9515 0.1476  0.23
8 H 1.0487 1.7613 -0.8685  0.26
9 H -2.2226 0.0821 -1.1155  0.50
10 H 2.3816 -0.4663 -0.0387  0.22
11 H -0.5776 1.4295 -0.2211  0.24
12 H -1.0323 -0.6634 1.3577  0.23
13 H -0.9709 -1.6992 -0.2694  0.20

=====

5.
Formula: C23H30N4O3S
Source: the Open Molecules 2025 dataset
Level of theory: the ωB97M-V functional and the def2-TZVPD basis

Properties
Frontier orbital gap = 0.32977 Eh
SMILES = CC(C)c1ccc(N(CC(=O)NC2CCCC2)C(=O)CCC(=O)Nc2nccs2)cc1
Electronic energy = -1737.4395 Eh

Last column: natural (NBO) charge in e.
Cartesian coordinates (Å):
1 S 2.9845 -2.4987 1.7393  0.38
2 O 1.1531 0.2067 1.5116  -0.67
3 O -1.5318 -2.3557 -0.0881  -0.59
4 O 1.1116 0.7147 -1.9766  -0.65
5 N 2.4706 1.6949 0.4301  -0.59
6 N -0.6835 0.9132 -0.6599  -0.45
7 N 2.6303 -2.7045 -0.8008  -0.50
8 N 0.6295 -2.4064 0.4466  -0.62
9 C 4.4768 0.6117 -0.4672  -0.43
10 C 4.3493 -2.7662 0.7165  -0.47
11 C -3.5092 -0.0899 1.4884  -0.21
12 C -6.5993 -1.3630 0.2909  -0.60
13 C 4.6754 2.1925 1.3987  -0.42
14 C -0.3863 -2.3139 -0.4784  0.70
15 C -2.0023 0.6167 -0.2350  0.12
16 C -4.3645 0.5496 -0.6452  -0.16
17 C 1.9784 -2.5184 0.2935  0.28
18 C -2.2222 0.1723 1.0615  -0.15
19 C -0.0148 0.3398 -1.6919  0.70
20 C -5.9944 -0.2278 1.1196  -0.24
21 C -4.5976 0.0853 0.6437  -0.02
22 C 5.3724 1.7769 -0.8765  -0.40
23 C -0.0158 -2.1179 -1.9280  -0.51
24 C 1.2905 1.1549 0.7612  0.69
25 C -6.8846 1.0160 1.0727  -0.59
26 C 3.7496 1.1182 0.7882  -0.06
27 C 5.8873 2.2925 0.4649  -0.40
28 C -3.0829 0.8225 -1.0832  -0.24
29 C -0.6737 -0.8166 -2.4179  -0.49
30 C 0.0778 1.8613 0.1391  -0.29
31 C 3.9599 -2.8400 -0.5788  -0.03
32 H 4.9696 1.9349 2.4143  0.22
33 H -5.9478 -2.2333 0.3160  0.22
34 H -7.0099 1.3655 0.0510  0.20
35 H 1.0639 -2.0747 -2.0536  0.27
36 H -1.3798 0.0206 1.7196  0.23
37 H -0.5662 2.2372 0.9351  0.24
38 H -6.7263 -1.0598 -0.7454  0.20
39 H 3.7663 0.3210 -1.2399  0.24
40 H 5.0898 -0.2535 -0.2146  0.21
41 H 2.4945 2.3509 -0.3357  0.40
42 H 4.6050 -2.9963 -1.4237  0.21
43 H -0.4857 -0.7006 -3.4860  0.24
44 H -5.9315 -0.5625 2.1608  0.20
45 H 6.2767 3.3076 0.4039  0.21
46 H 6.1763 1.4701 -1.5432  0.21
47 H 3.5309 0.3140 1.4936  0.24
48 H 5.3328 -2.8516 1.1304  0.24
49 H -6.4443 1.8198 1.6588  0.21
50 H -1.7436 -0.8635 -2.2278  0.24
51 H 4.1419 3.1428 1.4387  0.21
52 H 4.7867 2.5477 -1.3797  0.19
53 H -3.6684 -0.4488 2.4949  0.21
54 H -7.5724 -1.6434 0.6886  0.21
55 H -7.8678 0.7895 1.4796  0.21
56 H -2.9164 1.1987 -2.0827  0.22
57 H -0.4153 -2.9573 -2.5002  0.24
58 H 0.3992 2.6915 -0.4980  0.21
59 H 6.6876 1.6422 0.8207  0.20
60 H 0.3113 -2.3359 1.4074  0.43
61 H -5.1912 0.7063 -1.3218  0.20

=====

6.
Formula: C5H10FN2
Source: the Open Molecules 2025 dataset
Level of theory: the ωB97M-V functional and the def2-TZVPD basis

Properties
Frontier orbital gap = 0.43945 Eh
Net charge = +1
Electronic energy = -405.5759 Eh

Last column: natural (NBO) charge in e.
Cartesian coordinates (Å):
1 F -1.3998 -2.4114 -0.4155  -0.39
2 N 0.4111 -0.7063 0.9210  -0.77
3 N 0.6693 1.5785 2.2861  -0.42
4 C -1.4395 -1.4530 -1.4390  0.05
5 C 0.1739 0.0476 -0.4033  0.18
6 C 1.2523 0.6558 -0.8446  -0.37
7 C -1.2146 -0.0869 -0.8173  -0.53
8 C 1.3860 2.4248 2.5133  0.22
9 H -0.6213 -1.6921 -2.1404  0.20
10 H 1.4032 -0.9262 0.9654  0.45
11 H 2.1513 3.0950 2.7444  0.25
12 H -2.4505 -1.5769 -1.6947  0.21
13 H -1.9940 0.1902 -0.1482  0.26
14 H -1.3064 0.5262 -1.8115  0.27
15 H -0.3372 -1.4243 0.8231  0.46
16 H 2.2156 0.5341 -0.4372  0.22
17 H 0.0764 0.0350 1.6240  0.48
18 H 1.0244 1.1897 -1.7256  0.24

=====

7.
Formula: C30H66BCl18FN4O7P
Source: the Open Molecules 2025 dataset
Level of theory: the ωB97M-V functional and the def2-TZVPD basis

Properties
Frontier orbital gap = 0.31089 Eh
Net charge = +1
Electronic energy = -10677.7902 Eh

Last column: Löwdin charge in e.
Cartesian coordinates (Å):
1 Cl 0.3099 -5.6089 4.4349  0.51
2 Cl 2.0881 -5.1717 8.1171  0.50
3 Cl 4.1888 -4.9636 -10.9965  0.53
4 Cl -3.5863 -3.8139 -6.4790  0.48
5 Cl -0.9856 -4.7237 6.9201  0.47
6 Cl 2.0202 -2.3213 7.3337  0.53
7 Cl -0.4686 -4.1163 -8.5570  0.53
8 Cl -3.4638 -3.0478 6.2699  0.48
9 Cl 2.5617 -2.5291 -11.0040  0.54
10 Cl -4.2196 2.9142 7.5233  0.47
11 Cl -4.2849 -3.0903 -9.2273  0.51
12 Cl 3.4927 -2.1670 4.3568  0.58
13 Cl -3.3133 5.6381 2.8619  0.48
14 Cl -5.4304 4.9734 9.2209  0.51
15 Cl -2.3654 4.8931 5.5276  0.51
16 Cl -4.6976 -0.6732 7.4793  0.50
17 Cl 1.3508 -2.3126 -7.1536  0.55
18 Cl 5.5864 -4.2162 4.3344  0.52
19 P 2.7829 3.0414 -3.9891  0.47
20 F 2.5632 3.0015 2.0009  -0.03
21 O 2.3255 4.4909 -4.4130  -0.08
22 O -0.2351 4.2319 -5.9031  -0.01
23 O -0.5612 2.8115 -2.0705  0.02
24 O 1.8013 -0.3854 -3.9749  0.25
25 O 2.8824 2.0489 -5.0479  -0.22
26 O 4.2319 3.2389 -3.3118  -0.10
27 O -0.5576 1.5927 6.0417  -0.20
28 N -0.3708 -1.4264 -4.1727  -0.10
29 N 0.0256 0.6161 -2.5973  0.15
30 N 2.5564 1.5554 -1.8237  0.04
31 N -2.3029 5.3320 -3.5930  0.02
32 C 3.5053 -3.6650 -10.0211  -1.02
33 C -0.1980 2.3900 -4.3644  -0.05
34 C 3.9401 -3.8095 4.8337  -1.01
35 C -4.4599 -4.2902 -7.9444  -1.01
36 C -1.2963 -0.8918 -5.1801  -0.08
37 C -0.5664 -0.0494 4.2905  -0.16
38 C -0.6020 3.8802 -4.5787  -0.35
39 C 0.1867 -2.4848 -8.4832  -1.01
40 C 0.2890 2.0785 -2.9414  -0.37
41 C 2.7479 -1.5489 0.3482  -0.17
42 C -0.2624 -1.5366 3.9607  -0.19
43 C 1.9524 2.7596 0.7514  -0.33
44 C 2.0608 1.2553 0.5618  -0.07
45 C 1.4735 -2.3892 0.6112  -0.18
46 C -5.6449 3.9141 7.8236  -1.02
47 C 0.5288 3.3006 0.8605  -0.01
48 C -1.0806 -2.1700 -3.1237  -0.05
49 C 0.4474 -1.7591 1.5522  -0.21
50 C -2.0822 5.9045 4.1117  -1.02
51 C 1.7253 2.5057 -2.5647  -0.21
52 C -2.1112 4.1090 -4.3888  -0.21
53 C 2.7525 -0.6593 -0.8963  -0.11
54 C 0.4518 0.3056 -1.1798  0.00
55 C -0.3466 0.2324 5.7592  -0.27
56 C -1.0045 -5.8787 5.5869  -0.99
57 C 1.9209 0.6572 -0.8515  -0.38
58 C -0.3797 1.8448 7.4287  -0.10
59 C 2.3779 -3.4949 8.6130  -0.98
60 C -4.8962 -2.0044 6.3376  -1.01
61 C 0.9250 -1.6712 3.0060  -0.28
62 B 0.5266 -0.4126 -3.6338  -0.65
63 H -5.5105 -4.3895 -7.7008  0.03
64 H -4.0573 -5.2341 -8.2917  0.03
65 H 1.9572 -0.9974 -4.7104  0.12
66 H -0.3533 -2.7205 -2.5238  0.09
67 H -2.1109 6.9469 4.4046  0.03
68 H -1.6129 0.1646 4.0607  0.11
69 H -1.1148 1.2861 8.0152  0.09
70 H 3.5489 -2.2742 0.1984  0.12
71 H 3.2568 -4.5025 4.3677  0.01
72 H -1.6698 -1.5468 -2.4341  0.09
73 H -1.9446 -5.7746 5.0572  0.02
74 H -0.0901 -2.0976 4.8786  0.08
75 H -0.9079 -6.8789 5.9921  0.03
76 H -1.1114 5.6540 3.6986  0.01
77 H -0.6302 -1.7911 -8.3168  0.02
78 H -0.0497 4.5183 -3.8983  0.13
79 H -3.2831 5.5112 -3.4210  0.08
80 H 4.3133 -3.1186 -9.5496  0.03
81 H 2.8514 -4.0985 -9.2728  0.00
82 H 0.6717 -0.0840 6.0310  0.10
83 H -2.6216 4.2722 -5.3364  0.12
84 H -0.8951 3.8882 -6.5120  0.10
85 H -0.7610 -0.1686 -5.7991  0.09
86 H -0.4216 -2.4229 1.5638  0.11
87 H -1.4866 2.6458 -2.2964  0.11
88 H -0.9926 0.5366 -2.5905  0.17
89 H -1.8120 5.2273 -2.7134  0.06
90 H -2.5989 3.2567 -3.8879  0.10
91 H 3.8730 -3.8848 5.9118  -0.02
92 H 3.7836 -0.3340 -1.0561  0.13
93 H 0.0639 -0.7974 1.2068  0.09
94 H 3.0504 0.9888 0.9273  0.13
95 H 1.4243 -2.6046 3.2200  0.04
96 H -0.2371 2.5484 0.6951  0.07
97 H 0.3919 4.0624 0.0922  0.07
98 H -1.1325 1.8233 -4.4748  0.11
99 H 0.6963 -2.2658 -9.4154  -0.05
100 H -1.6474 -1.6885 -5.8321  0.05
101 H 1.6218 3.4158 -1.9646  0.13
102 H 0.6372 1.5771 7.7249  0.09
103 H 0.2422 -0.7491 -1.0275  0.11
104 H 3.0513 5.1285 -4.3875  0.11
105 H -1.0383 -0.3942 6.3369  0.12
106 H -2.1455 -0.3505 -4.7394  0.09
107 H -0.5599 2.9046 7.5811  0.08
108 H 4.1059 3.5411 -2.3986  0.09
109 H -5.7412 -2.6061 6.6504  0.02
110 H -0.2053 0.8257 -0.4892  0.12
111 H 1.7594 -3.2939 9.4795  0.03
112 H 0.4678 2.0374 -5.1497  0.12
113 H 3.0894 1.0215 -2.5026  0.10
114 H 3.0119 -1.0344 1.2687  0.09
115 H -1.6999 -2.9263 -3.6003  0.10
116 H 1.8037 -3.3166 1.0806  0.11
117 H 1.6069 -0.8348 3.1457  0.07
118 H -1.1698 -1.9377 3.5172  0.10
119 H 0.0427 0.5975 3.6568  0.10
120 H -5.8233 4.5280 6.9483  0.02
121 H 3.4258 -3.3809 8.8632  0.03
122 H -5.0742 -1.5878 5.3526  0.02
123 H 2.5624 3.3242 0.0490  0.13
124 H 2.4967 -1.2771 -1.7579  0.11
125 H 1.3648 0.8119 1.2730  0.11
126 H 0.3808 3.8117 1.8042  0.08
127 H 1.0242 -2.6898 -0.3417  0.09
128 H -6.4903 3.2623 8.0093  0.03

=====

8.
Formula: C4H10O3
Source: the Open Molecules 2025 dataset
Level of theory: the ωB97M-V functional and the def2-TZVPD basis

Properties
Frontier orbital gap = 0.36389 Eh
SMILES = O=C(O)O.CCC
Electronic energy = -384.0028 Eh

Last column: natural (NBO) charge in e.
Cartesian coordinates (Å):
1 O 2.1530 1.7182 0.2953  -0.69
2 O 1.7843 0.1504 -1.3113  -0.73
3 O 1.7269 -0.4442 0.8467  -0.73
4 C -1.2909 -1.4409 0.5167  -0.63
5 C -0.4317 1.0665 0.0406  -0.80
6 C -1.1563 -0.3868 -0.5635  -0.38
7 C 1.6292 0.6487 -0.0135  0.98
8 H -0.3715 -0.6160 -1.2840  0.26
9 H -0.4567 1.8786 -0.6819  0.25
10 H -1.5416 -2.3933 0.0483  0.22
11 H -2.0870 -0.2546 -1.1298  0.21
12 H -1.5902 0.8816 0.0483  0.35
13 H -0.3503 -1.5592 1.0480  0.24
14 H 2.2076 0.8592 -1.8134  0.50
15 H 2.2172 -0.1300 1.6168  0.50
16 H -2.0810 -1.1810 1.2216  0.20
17 H -0.3609 1.2028 1.1150  0.26

=====

Which formula does entry 8 have? C4H10O3